Entry 1:
Below is a molecular structure, C4H13N2P at a distorted geometry, with properties calculated with wB97M-V/def2-TZVPD.

The geometry in XYZ format:
```
20
C4H13N2P wB97M-V/def2-TZVPD
H -0.439 -1.199 -2.506
C -1.588 1.134 -1.032
H 0.586 -1.935 1.610
C 0.596 -1.951 0.470
H -0.743 0.153 1.117
P 0.753 -0.306 -0.388
H 0.795 0.231 -2.901
H -2.435 1.413 -0.547
H -0.339 -2.469 0.245
H -1.124 2.073 -1.407
H -1.950 0.524 -1.796
N -0.854 0.149 -0.184
H 1.550 1.247 1.719
C 0.678 1.443 2.356
H 1.382 -2.627 0.336
H 1.014 0.921 3.293
H 1.367 -1.438 -2.633
N -0.549 0.895 2.053
C 0.516 -0.776 -2.287
H 0.783 2.520 2.483
```

Summary:
Gap between HOMO and LUMO (alpha / beta): 7.2 / 8.3 eV
E: -16621.97407 eV
Strongest force on any atom: 0.0805 hartree/bohr
HOMO level (alpha / beta): -8.1 / -7.9 eV

***

Entry 2:
Below is 2 unconnected molecules or ions with the total composition C4H13N2S at a distorted geometry, with properties calculated with wB97M-V/def2-TZVPD.

The geometry in XYZ format:
```
20
C4H13N2S wB97M-V/def2-TZVPD
H -2.066 0.458 0.803
H -1.271 2.235 -2.852
H 2.348 -0.423 0.057
H 2.143 -0.562 2.541
C 1.505 -1.173 1.902
S 0.780 1.245 0.746
H -2.949 1.580 -2.978
C 1.379 -0.472 0.557
H 0.670 -0.965 -0.108
H 2.096 -3.109 2.446
N 2.096 -2.499 1.637
H -2.556 2.283 -0.717
H 0.503 -1.308 2.308
H -1.470 -0.475 -0.674
H 1.096 1.670 -0.487
N -2.145 1.440 -1.081
C -1.966 1.447 -2.539
C -1.721 0.482 -0.225
H -1.555 0.464 -2.804
H 3.082 -2.316 1.468
```

Summary:
Gap between HOMO and LUMO (alpha / beta): 6.0 / 9.1 eV
E: -18171.55224 eV
Strongest force on any atom: 0.0374 hartree/bohr
⟨S²⟩: 0.7536
Spin multiplicity: 2
HOMO level (alpha / beta): -5.2 / -8.3 eV

***

Entry 3:
Below is a gas-phase ion, C4H13N2S (charge +1) at a distorted geometry, with properties calculated with wB97M-V/def2-TZVPD.

The geometry in XYZ format:
```
20
C4H13N2S wB97M-V/def2-TZVPD
H 1.868 -0.289 0.656
H 0.833 1.207 -1.292
C 0.160 1.090 0.801
H -1.472 1.372 -0.308
H -0.120 0.635 1.748
H 0.041 -1.101 -0.861
H 2.288 1.376 1.091
H 0.111 2.189 0.904
H 2.274 0.381 -1.542
N -0.639 0.791 -0.367
H -2.192 -0.697 1.126
C -0.908 -0.629 -0.588
C 1.634 0.758 0.484
H -1.491 -3.518 -0.424
H 2.209 2.017 -1.119
H -1.594 -0.743 -1.422
H -0.815 -1.724 1.352
C -1.520 -1.374 0.600
S -2.498 -2.822 0.119
N 1.831 1.080 -0.958
```

Summary:
Gap between HOMO and LUMO: 8.7 eV
E: -18167.57149 eV
Strongest force on any atom: 0.0258 hartree/bohr
Total charge: +1
HOMO level: -12.1 eV

***

Entry 4:
Below is a gas-phase ion, C4H13N2S (charge +1) at a distorted geometry, with properties calculated with wB97M-V/def2-TZVPD.

The geometry in XYZ format:
```
20
C4H13N2S wB97M-V/def2-TZVPD
H 1.673 1.334 1.822
H -1.991 0.203 -1.028
N 0.157 0.113 0.621
H 0.976 -0.359 -3.013
H -1.464 1.823 -0.721
C 0.272 0.142 3.060
H -0.593 -0.458 2.893
H -1.389 1.195 -2.411
H 1.052 -0.525 3.373
C -1.343 0.926 -1.337
C 0.824 -0.914 -2.194
H 0.548 -0.819 0.680
H 1.729 -1.303 -1.680
H 0.043 0.797 3.981
N -0.228 -1.727 -2.248
H -0.328 -2.561 -1.615
H -0.995 -1.518 -2.881
H 0.055 1.878 1.797
S 0.395 0.795 -0.922
C 0.609 0.979 1.824
```

Summary:
Gap between HOMO and LUMO: 10.6 eV
E: -18166.09867 eV
Strongest force on any atom: 0.0867 hartree/bohr
Total charge: +1
HOMO level: -13.7 eV

***

Entry 5:
Below is a gas-phase ion, C4H13N2S (charge +1), with properties calculated with wB97M-V/def2-TZVPD.

The geometry in XYZ format:
```
20
C4H13N2S wB97M-V/def2-TZVPD
H 0.876 -1.878 -0.917
H -0.976 1.849 1.097
N -0.203 -0.812 1.105
N 2.704 -1.038 -0.518
H -1.234 0.056 -1.343
H -1.051 -1.272 0.739
H -1.708 2.588 -0.246
H 0.421 -1.556 1.420
S -3.212 1.003 0.431
H -0.505 -0.241 1.904
H -2.971 -0.282 0.743
C -1.526 1.611 0.181
H 1.233 -0.511 -1.898
C 1.325 -0.881 -0.878
H -0.126 1.401 -1.444
C 0.443 0.020 0.008
C -0.650 0.755 -0.745
H 2.860 -1.392 0.424
H 1.043 0.772 0.510
H 3.258 -0.191 -0.573
```

Summary:
Gap between HOMO and LUMO: 9.3 eV
E: -18167.41418 eV
Strongest force on any atom: 0.0159 hartree/bohr
Total charge: +1
HOMO level: -13.0 eV

***

Entry 6:
Below is a gas-phase ion, C4H13N2S (charge +1) at a distorted geometry, with properties calculated with wB97M-V/def2-TZVPD.

The geometry in XYZ format:
```
20
C4H13N2S wB97M-V/def2-TZVPD
S -2.661 -0.184 0.731
C 1.449 0.120 -0.232
H 0.492 2.235 1.237
N 0.326 1.242 1.529
C 2.694 -0.427 -2.271
H 2.522 -0.465 -3.356
H -0.304 0.931 2.270
H -2.598 -0.204 2.029
H -0.829 -1.435 -0.450
H 1.713 -0.448 0.716
H 1.213 -1.528 -1.498
H 2.082 1.000 -0.146
H -0.343 1.333 -0.549
H 3.476 -1.126 -1.986
H 1.231 1.152 2.012
H 3.147 0.520 -1.987
C -0.003 0.586 0.208
N 1.478 -0.558 -1.499
C -0.906 -0.633 0.298
H -0.595 -1.272 1.161
```

Summary:
Gap between HOMO and LUMO: 9.0 eV
E: -18166.01794 eV
Strongest force on any atom: 0.0714 hartree/bohr
Total charge: +1
HOMO level: -12.7 eV

***

Entry 7:
Below is C4H13N3 in the gas phase at a distorted geometry, with properties calculated with wB97M-V/def2-TZVPD.

The geometry in XYZ format:
```
20
C4H13N3 wB97M-V/def2-TZVPD
H 1.379 0.517 -2.180
H -3.534 -1.392 1.342
H -0.985 -1.522 1.556
C -1.701 -0.701 1.442
N -2.870 -1.123 0.616
H -2.093 -0.573 2.471
C -1.126 0.614 1.018
C 1.823 0.062 -1.282
C -0.388 0.476 -0.353
H 1.678 -1.033 -1.313
H -0.423 1.051 1.728
H 3.746 0.177 -2.008
H -0.814 1.223 -1.038
H -0.622 -0.477 -0.828
N 3.223 0.371 -1.151
H -2.003 1.226 0.782
H 3.666 -0.430 -0.690
H -2.897 -2.001 0.106
H 1.302 1.565 -0.071
N 1.058 0.580 -0.135
```

Summary:
Gap between HOMO and LUMO: 9.8 eV
E: -8828.03335 eV
Strongest force on any atom: 0.0437 hartree/bohr
HOMO level: -8.8 eV

***

Entry 8:
Below is a gas-phase ion, C4H13N3 (charge +1) at a distorted geometry, with properties calculated with wB97M-V/def2-TZVPD.

The geometry in XYZ format:
```
20
C4H13N3 wB97M-V/def2-TZVPD
H 2.649 -0.500 0.600
H -1.177 2.086 -0.378
N -1.875 1.363 -0.483
C 0.853 -1.158 -0.320
H 1.609 1.640 -0.254
H 0.303 -1.005 -1.244
H 1.962 1.064 -1.766
C -1.321 -0.737 0.759
H -1.575 1.300 1.554
N 0.117 -0.756 0.907
H 2.835 -1.019 -1.076
N 2.121 0.952 -0.779
H 0.988 -2.233 -0.176
H -1.812 -1.329 1.564
H 0.529 0.101 1.281
H -1.566 -1.270 -0.168
C -2.022 0.653 0.789
C 2.202 -0.442 -0.406
H -3.093 0.501 0.900
H -1.727 0.787 -1.305
```

Summary:
Gap between HOMO and LUMO (alpha / beta): 10.5 / 5.2 eV
E: -8819.93506 eV
Strongest force on any atom: 0.0666 hartree/bohr
⟨S²⟩: 0.7553
Spin multiplicity: 2
Total charge: +1
HOMO level (alpha / beta): -13.4 / -13.3 eV

***

What relative energy (zero: lowest compared OMol25 entry of this formula, charge and spin) values result from the calculations? In sequence: 5.297 1.417 0.921 2.394 1.079 2.475 1.379 1.069 eV.